(1)
{"formula": "C47H45AsBF4IN5O5S4Ta", "method": "ωB97M-V/def2-TZVPD", "charge": 2, "total_energy_ev": -192525.8015, "e_homo_ev": -12.8, "lumo_ev": -5.771, "de_lowest_kj_mol": 155.83, "species": ["Ta", "N", "N", "C", "N", "N", "N", "O", "O", "H", "H", "H", "H", "H", "F", "B", "F", "F", "F", "O", "As", "C", "C", "C", "C", "C", "C", "C", "C", "C", "C", "C", "C", "C", "C", "C", "C", "C", "C", "H", "H", "H", "H", "H", "H", "H", "H", "H", "H", "H", "H", "H", "H", "H", "I", "C", "H", "H", "O", "S", "C", "C", "C", "C", "C", "C", "C", "C", "C", "C", "C", "C", "C", "C", "H", "H", "H", "H", "H", "H", "H", "H", "H", "H", "H", "H", "H", "H", "O", "C", "C", "C", "C", "C", "S", "C", "C", "C", "C", "S", "C", "C", "C", "C", "S", "H", "H", "H", "H", "H", "H", "H", "H", "H"], "positions_angstrom": [[0.014952, -1.029002, -0.148395], [-1.134038, 2.042860, 1.381554], [-2.038930, 2.561413, 0.420201], [-2.389029, 1.898709, -0.689768], [-3.392901, 2.406902, -1.418152], [-1.833965, 0.669783, -0.819354], [-2.234494, -0.157624, -1.798144], [-1.591087, -1.234251, -1.760064], [-3.080634, 0.058278, -2.676366], [-1.585684, 1.809006, 2.251417], [-0.388029, 2.713919, 1.528471], [-2.653680, 3.327948, 0.684603], [-3.558770, 3.402150, -1.487811], [-3.568959, 1.926922, -2.283754], [0.512905, -2.532500, 0.974515], [2.516530, -5.233522, 2.004465], [2.135892, -4.537772, 3.024367], [3.365272, -4.769039, 1.106615], [1.896328, -6.354494, 1.716403], [0.549524, 0.339319, -1.585998], [0.943500, 0.981442, -3.106001], [-0.138969, 2.547685, -3.304635], [-1.069365, 2.705612, -4.356045], [-1.706927, 3.925629, -4.515500], [-1.406949, 5.036146, -3.747158], [-0.500858, 4.924397, -2.708685], [0.063161, 3.654663, -2.498612], [2.731178, 1.467566, -2.919014], [3.216649, 2.663499, -3.457400], [4.554492, 3.081470, -3.193571], [5.292781, 2.228617, -2.356162], [4.803769, 1.033289, -1.844485], [3.549765, 0.614094, -2.175163], [0.614054, -0.025487, -4.624757], [-0.161996, -1.156014, -4.693700], [-0.427244, -1.731144, -5.971197], [0.096291, -1.156223, -7.108924], [0.848173, 0.018912, -7.011145], [1.127340, 0.597410, -5.814952], [-1.363378, 1.887546, -4.950773], [-2.459704, 4.015652, -5.297733], [-1.886149, 5.945874, -3.939979], [-0.227184, 5.740440, -2.059917], [0.724101, 3.634749, -1.665643], [2.594287, 3.291449, -3.998336], [4.896209, 4.000182, -3.549544], [6.250388, 2.530330, -2.006793], [5.395152, 0.444203, -1.145417], [3.199004, -0.359174, -1.848067], [-0.608837, -1.595454, -3.850256], [-1.123734, -2.552201, -6.165401], [0.020633, -1.590431, -8.075048], [1.296117, 0.378526, -7.932644], [1.696404, 1.477776, -5.777119], [0.091195, -4.218283, -1.726495], [1.075063, -2.303076, -1.549218], [2.072561, -2.533516, -1.174239], [1.181214, -1.878472, -2.550523], [-1.593524, -1.395026, 1.042056], [-2.753720, -2.488744, 0.908997], [-3.924234, -1.851381, 2.070748], [-4.361398, -0.431360, 1.819800], [-4.161939, 0.511130, 2.816780], [-4.697168, 1.778972, 2.731054], [-5.375634, 2.184140, 1.548344], [-5.552623, 1.249638, 0.579352], [-5.058152, -0.062139, 0.665155], [-2.081727, -3.969416, 1.608215], [-2.096935, -4.101010, 3.144657], [-0.937328, -3.742401, 3.756393], [-0.810499, -3.975025, 5.116442], [-1.880535, -4.467506, 5.809976], [-3.071974, -4.770941, 5.170833], [-3.194222, -4.616174, 3.800199], [-3.460061, -1.866339, 3.043195], [-4.772390, -2.514679, 2.140521], [-3.619950, 0.162635, 3.724461], [-4.693095, 2.487830, 3.589884], [-5.759690, 3.178805, 1.434338], [-6.045607, 1.610608, -0.276275], [-5.294275, -0.775499, -0.156454], [-1.071482, -3.978225, 1.136651], [-2.706489, -4.685325, 1.064089], [-0.141019, -3.303197, 3.228952], [0.069866, -3.611270, 5.666880], [-1.781092, -4.622336, 6.884182], [-3.809164, -5.214000, 5.855760], [-4.046923, -5.077633, 3.256583], [1.424493, -0.201001, 0.779843], [2.234384, 0.208642, 1.884486], [1.656277, -0.177100, 3.270864], [2.411719, -0.583720, 4.364233], [1.581829, -0.808089, 5.493934], [0.291636, -0.435373, 5.258897], [-0.025487, -0.004626, 3.634169], [2.154477, 1.678657, 1.722474], [2.253374, 2.351477, 0.534732], [2.131115, 3.773474, 0.680219], [1.954574, 4.102961, 1.978529], [1.852743, 2.760961, 2.989193], [3.626570, -0.287658, 1.553906], [4.032090, -1.450986, 0.955384], [5.440146, -1.587519, 0.973048], [6.057417, -0.492845, 1.572626], [4.930943, 0.645702, 2.069776], [3.465438, -0.906121, 4.322027], [1.864934, -1.112823, 6.482263], [-0.518652, -0.656875, 5.892656], [2.421820, 1.816353, -0.416090], [2.200450, 4.485242, -0.131596], [1.969912, 5.113673, 2.358022], [3.343304, -2.168574, 0.589022], [6.030416, -2.408166, 0.526810], [7.103637, -0.336536, 1.724235]], "forces_ev_per_angstrom": [[1.9, 0.9, 0.7], [-0.1, 0.1, -1.3], [0.2, 0.1, 0.5], [-0.7, -0.3, 1.3], [0.7, -0.1, -0.8], [-0.7, -0.4, -0.6], [-0.7, 1.2, -0.7], [-0.2, -0.6, 0.0], [1.2, -0.2, 1.4], [-0.4, 0.0, 0.1], [0.0, 0.0, 0.0], [0.3, -0.1, 0.0], [0.2, 0.0, 0.5], [-0.2, -0.3, -0.2], [0.2, -0.1, -0.5], [-0.5, -0.4, -1.6], [0.1, 0.7, 1.1], [0.4, 0.2, 0.3], [0.0, -0.4, 0.2], [0.1, -0.4, -0.3], [-0.7, 0.7, 1.2], [-0.7, 0.7, -0.8], [0.4, 0.5, 1.4], [-0.4, -0.3, -0.7], [0.6, -0.7, 0.5], [-0.2, -1.4, -0.4], [0.4, 1.1, 0.5], [1.0, 0.4, -0.5], [2.1, -0.7, 1.4], [-1.9, -3.0, 1.1], [-0.3, 0.9, -0.2], [0.6, 0.0, 0.1], [-0.7, -0.3, -0.3], [0.4, 0.2, -1.7], [-0.3, -0.4, -2.1], [-0.4, 0.3, 0.0], [0.6, 0.7, 1.0], [0.4, -0.6, -1.1], [-1.1, -1.5, 1.4], [-0.1, -0.9, -0.8], [0.2, 0.0, 0.1], [-0.6, 1.2, -0.3], [-0.1, 0.1, 0.0], [0.7, -0.5, 0.5], [-1.2, 1.1, -1.0], [0.7, 1.2, -0.5], [0.8, 0.3, 0.0], [0.0, 0.1, -0.3], [-0.1, 0.2, 0.2], [-0.4, -0.5, 1.0], [0.4, 0.0, 0.8], [-0.5, -0.4, -0.6], [-0.1, 0.3, 0.2], [0.8, 1.1, 0.2], [0.1, 0.4, -0.1], [0.0, -0.4, -0.3], [-0.1, 0.0, 0.1], [-0.1, -0.3, 0.2], [-1.6, -0.5, -0.2], [0.9, 1.7, -0.9], [0.0, 0.6, 0.8], [-0.4, -0.1, -1.4], [0.5, -0.4, 1.2], [-0.7, 1.5, 0.0], [1.1, -0.7, 2.1], [0.5, -0.8, -0.6], [-0.4, 0.0, -0.1], [-0.2, -0.4, 0.6], [-0.1, 0.1, -3.1], [0.2, -0.2, 1.6], [0.8, 1.2, 0.3], [-0.1, -0.1, 0.8], [-0.4, -0.7, 1.0], [-0.7, -1.1, 0.3], [0.4, -0.3, 0.4], [-0.3, -0.5, -0.3], [-0.5, 0.5, -0.6], [0.4, -0.7, -0.7], [-0.2, 0.3, 0.1], [-0.7, -0.2, -1.2], [0.3, 0.5, 0.8], [-0.6, -0.2, 0.5], [0.1, -0.4, 0.3], [0.9, 0.4, -0.8], [-0.3, -0.5, -0.4], [-0.2, 0.0, -0.2], [-0.2, 0.2, -0.9], [0.5, 0.7, 0.4], [-1.6, -1.2, -0.3], [-0.7, -0.2, -0.3], [1.6, -0.5, -0.6], [-0.4, -0.7, -1.0], [-0.6, 1.1, -0.1], [0.3, -0.8, -0.4], [0.9, -0.1, 0.3], [0.2, 1.5, -0.5], [0.2, 0.0, -0.7], [0.2, -1.2, -0.6], [-0.1, 1.1, 0.2], [0.3, 0.1, 1.1], [-0.5, -0.2, 0.5], [0.2, 0.4, 0.5], [1.1, 0.4, -0.1], [-0.4, -1.4, -0.7], [0.3, 0.8, 0.5], [-0.6, 0.6, -0.1], [0.4, -0.3, 0.1], [-0.9, 0.2, 0.8], [-0.1, 0.5, 0.8], [0.1, 0.0, 0.1], [-0.3, -0.1, 0.2], [-0.4, -0.6, -0.3], [-0.6, 0.5, 0.4], [0.3, 0.1, 0.0]], "mulliken_charge": [1.40, -0.20, 0.09, -1.40, 0.08, 0.82, 0.82, -0.80, -0.76, 0.25, 0.18, 0.29, 0.25, 0.25, -0.65, 0.43, -0.02, -0.19, -0.22, 2.01, 1.18, 0.15, -0.85, -0.81, -0.68, -0.80, -0.05, 0.41, -0.57, -1.20, -0.66, -0.40, -0.40, 0.40, 0.15, -1.33, -0.58, -0.79, -0.85, 0.62, 0.45, 0.50, 0.52, 0.02, 0.66, 0.51, 0.47, 0.47, 0.22, 0.57, 0.43, 0.46, 0.40, 0.53, 0.10, -2.07, 0.71, 0.58, 0.31, 0.63, -1.48, 0.52, -0.40, -0.61, -0.77, -0.56, -0.27, -0.42, 0.21, 0.01, -0.84, -0.65, -0.67, -0.26, 0.53, 0.73, 0.36, 0.39, 0.54, 0.51, 0.44, -0.30, 0.86, 0.38, 0.47, 0.42, 0.38, 0.45, -0.02, 2.82, -0.89, -0.94, -0.75, -0.66, 0.52, -1.52, 0.65, -1.10, -0.79, -0.07, 0.25, -0.50, -0.65, -0.85, -0.01, 0.47, 0.47, 0.60, 0.69, 0.59, 0.50, 0.22, 0.40, 0.52]}

***

(2)
{"formula": "C36H33Cl2F5N5O5PbSiTe", "method": "ωB97M-V/def2-TZVPD", "charge": -1, "total_energy_ev": -114609.6512, "e_homo_ev": -5.7, "lumo_ev": 1.433, "species": ["Pb", "Cl", "C", "C", "C", "N", "C", "O", "C", "C", "C", "C", "C", "N", "C", "C", "C", "Cl", "N", "C", "O", "C", "C", "C", "C", "C", "N", "H", "H", "H", "H", "H", "H", "H", "H", "H", "H", "F", "Te", "F", "F", "F", "F", "O", "C", "C", "C", "C", "C", "C", "N", "C", "C", "C", "C", "C", "C", "C", "O", "O", "C", "C", "H", "H", "H", "H", "H", "H", "H", "H", "H", "H", "H", "H", "H", "H", "C", "Si", "C", "C", "H", "H", "H", "H", "H", "H", "H", "H", "H"], "positions_angstrom": [[0.971178, 1.178695, 1.243299], [-1.045457, 5.764182, -3.571473], [-0.417443, 5.124771, -2.089145], [-0.890212, 3.907832, -1.628502], [-0.418529, 3.367298, -0.440141], [-0.850639, 2.103888, 0.035639], [-2.175900, 1.838460, -0.050528], [-3.031391, 2.670843, -0.325561], [-2.675789, 0.367406, 0.232302], [-4.648007, -1.126552, -0.873414], [-4.357496, -2.397064, -0.584765], [-3.117475, -2.886624, 0.000264], [-2.071073, -2.090606, -0.094516], [-0.847621, -1.639990, 0.391156], [0.568531, 4.065600, 0.284884], [1.033252, 5.288162, -0.183746], [0.541997, 5.817279, -1.364640], [1.140071, 7.346093, -1.915089], [1.039207, 3.430182, 1.438348], [1.568074, 4.084493, 2.477749], [1.731958, 5.291498, 2.630091], [1.936970, 3.164690, 3.628202], [2.670518, 3.682378, 4.690343], [2.955445, 2.872662, 5.772522], [2.479068, 1.566848, 5.778329], [1.773288, 1.124829, 4.676434], [1.513826, 1.899803, 3.625503], [-1.644418, 3.387729, -2.198003], [-5.606046, -0.971034, -1.364139], [-5.098214, -3.150042, -0.835259], [-3.070512, -3.885723, 0.413843], [-0.020424, -1.952120, -0.115799], [1.781242, 5.823341, 0.378187], [2.996822, 4.710323, 4.630474], [3.535162, 3.247699, 6.605721], [2.664988, 0.904297, 6.611748], [1.391460, 0.110147, 4.631148], [5.438575, -1.245863, -1.209775], [3.931560, -0.601146, -2.308428], [5.459158, 0.548477, -2.683271], [4.920921, -1.646869, -3.584455], [3.450180, 0.554934, -3.795055], [3.809627, 0.795161, -0.975268], [3.097970, -1.702896, -0.948448], [-4.500414, 0.644754, 3.693226], [-4.176049, 0.648387, 2.217308], [-5.231307, 1.116780, 1.323310], [-5.132803, 0.994355, 0.010169], [-3.994686, 0.219520, -0.608293], [-1.754040, -0.717415, -0.409750], [-1.295800, -0.360122, -1.728866], [-1.070492, -1.342603, -2.703972], [-2.176000, -2.119089, -3.083176], [-2.092026, -3.059839, -4.083846], [-0.901353, -3.260062, -4.770753], [0.203423, -2.525108, -4.416731], [0.154703, -1.583501, -3.377386], [1.469598, -1.050202, -2.979205], [2.486512, -1.697223, -3.408119], [1.665652, -0.080967, -2.207009], [-2.964027, 0.308819, 1.744421], [-1.847191, 0.044916, 2.716976], [-5.555479, 0.864933, 3.849603], [-3.920685, 1.401227, 4.226722], [-4.294357, -0.326820, 4.143870], [-6.078769, 1.622313, 1.771485], [-5.901093, 1.373726, -0.651790], [-3.784073, 0.665987, -1.584688], [-0.592110, 0.367350, -1.684232], [-3.119145, -1.935844, -2.586771], [-2.969389, -3.639348, -4.342780], [-0.845370, -3.988213, -5.568579], [1.151222, -2.664540, -4.916501], [-1.120701, 0.863404, 2.658455], [-1.338474, -0.889450, 2.506966], [-2.213718, 0.027702, 3.739592], [4.522023, -3.217138, 0.988019], [3.671087, -3.234995, -0.701780], [2.080840, -4.265744, -0.546700], [4.753436, -4.072838, -1.989795], [4.943220, -4.199422, 1.214064], [3.811513, -2.964532, 1.779520], [5.325151, -2.481693, 1.008072], [2.340504, -5.326464, -0.524151], [1.386513, -4.117107, -1.377905], [1.557568, -4.038054, 0.385305], [4.928492, -5.112431, -1.701741], [5.714834, -3.572618, -2.082883], [4.288848, -4.064250, -2.976423]], "forces_ev_per_angstrom": [[-0.1, -0.1, -0.8], [0.0, 0.0, 0.0], [0.0, 0.0, 0.1], [0.1, 0.1, 0.0], [0.0, 0.2, 0.1], [0.5, -0.4, 0.1], [-0.4, -0.2, 0.0], [0.2, 0.0, -0.2], [0.2, 0.2, -0.4], [-0.1, 0.0, 0.1], [-0.2, -0.1, 0.1], [0.2, -0.2, 0.0], [0.0, 0.5, 0.1], [0.3, -0.1, 0.8], [-0.4, 0.1, -0.4], [0.1, 0.0, 0.0], [-0.1, -0.1, 0.0], [0.1, 0.1, 0.0], [0.4, -0.4, 0.1], [-0.1, 0.1, 0.1], [0.1, -0.2, 0.0], [0.1, 0.1, 0.4], [0.0, 0.1, -0.1], [-0.1, -0.1, 0.0], [0.1, 0.1, 0.0], [0.0, -0.2, 0.1], [-0.1, 0.2, 0.0], [0.0, 0.0, 0.0], [0.0, 0.0, 0.0], [0.0, 0.1, 0.0], [0.1, 0.0, 0.1], [0.0, 0.1, -0.2], [0.0, 0.0, 0.0], [0.0, 0.0, 0.0], [0.0, 0.0, 0.0], [0.0, 0.0, 0.0], [0.0, 0.0, 0.0], [-0.5, -0.3, 0.0], [3.6, 2.8, -0.6], [-0.3, -0.1, 0.1], [-0.8, -0.1, 0.5], [-0.3, -0.5, 0.6], [-0.8, -0.6, -0.4], [0.0, 0.0, -0.7], [0.0, 0.1, -0.1], [0.2, -0.1, -0.1], [-0.2, 0.1, 0.0], [0.0, 0.0, 0.0], [-0.1, 0.2, 0.2], [-0.1, 0.1, -0.3], [0.2, 0.2, 0.3], [0.1, -0.3, -0.5], [0.1, 0.2, 0.0], [-0.1, -0.1, 0.0], [0.0, -0.1, -0.1], [-0.1, 0.1, 0.1], [-0.5, -0.1, 0.2], [-0.4, 0.3, 0.3], [-0.1, 0.1, 0.3], [-0.7, -0.3, -0.2], [0.0, -0.3, 0.0], [-0.1, -0.2, -0.2], [0.0, 0.0, 0.0], [0.0, 0.0, 0.1], [0.0, 0.0, 0.1], [0.0, 0.0, 0.0], [0.0, 0.0, 0.0], [0.0, -0.1, 0.0], [0.1, -0.1, 0.0], [0.1, 0.0, -0.1], [0.0, 0.0, 0.0], [0.0, 0.0, 0.0], [0.0, -0.1, 0.0], [0.0, 0.1, 0.1], [0.1, -0.1, 0.0], [0.1, 0.0, 0.0], [-0.2, -0.2, -0.3], [0.1, -1.0, 1.0], [0.3, 0.1, 0.0], [-0.1, 0.3, 0.0], [0.0, 0.0, 0.1], [0.0, 0.0, 0.0], [0.0, 0.0, -0.1], [0.0, -0.1, 0.0], [0.1, 0.1, -0.1], [0.0, 0.0, 0.0], [-0.1, 0.0, 0.1], [0.0, 0.0, 0.0], [0.0, 0.0, 0.0]], "nbo_charge": [1.54, 0.00, -0.07, -0.23, 0.22, -0.88, 0.69, -0.65, -0.20, -0.14, -0.24, -0.30, 0.23, -0.67, 0.08, -0.23, -0.06, 0.00, -0.82, 0.61, -0.63, 0.15, -0.21, -0.15, -0.25, 0.05, -0.52, 0.24, 0.20, 0.21, 0.22, 0.40, 0.26, 0.25, 0.22, 0.22, 0.20, -0.66, 3.27, -0.63, -0.62, -0.61, -0.62, -1.18, -0.64, -0.02, -0.25, -0.07, -0.30, 0.30, -0.67, 0.28, -0.26, -0.17, -0.25, -0.14, -0.24, 0.80, -0.69, -0.66, 0.03, -0.63, 0.21, 0.22, 0.21, 0.20, 0.21, 0.26, 0.42, 0.23, 0.21, 0.21, 0.24, 0.17, 0.25, 0.22, -1.13, 1.91, -1.14, -1.15, 0.22, 0.22, 0.26, 0.23, 0.23, 0.22, 0.22, 0.27, 0.25]}

***

| no. | HOMO-LUMO gap (Ha) |
| --- | --- |
| 1 | 0.257 |
| 2 | 0.262 |